(1)
Entry from the Open Molecules 2025 dataset: C7H8N2O in the gas phase in a non-equilibrium geometry (ωB97M-V/def2-TZVPD).

For the orbital gap, the calculation gives 9.075 eV. The calculation puts the energy above the lowest of the compared OMol25 structures with the same formula, charge and spin at 81.7 kcal per mole. The calculation puts the highest occupied orbital energy at -8.3 eV. The SMILES is Cc1cc2cc(C)on2n1.

ORCA input file:
```
! wB97M-V def2-TZVPD RIJCOSX def2/J DEFGRID3
* xyz 0 1
H -3.08230 -2.42211 -0.51147
H 2.58445 1.76687 2.32784
H 2.12760 3.04029 1.32899
H 3.51797 2.08412 0.87846
H -2.10694 -2.85870 -2.08770
H 1.10228 2.17679 -1.29506
C -0.88453 -0.52474 -1.43869
N 0.42930 -0.55116 0.34152
C -1.17230 -1.59645 -0.69593
C 0.83776 1.35703 -0.56876
H -1.82294 -3.53581 -0.28128
N 1.29067 0.04570 1.22590
C 2.54066 2.14375 1.35202
H -1.38108 -0.37471 -2.50011
C 1.58430 1.21305 0.65652
O -0.33953 -1.65007 0.47902
C -2.12146 -2.75590 -0.91164
C 0.12024 0.18710 -0.71863
*
```

Atom charges from the Mulliken analysis, given in e for atoms 1 to 4:
1. H 0.250
2. H 0.368
3. H 0.389
4. H 0.244

=====

(2)
Entry from the Open Molecules 2025 dataset: a molecular structure, C4H5N3 in a non-equilibrium geometry (ωB97M-V/def2-TZVPD).

For the orbital gap, the calculation gives 9.504 eV. The calculation puts the energy above the lowest of the compared OMol25 structures with the same formula, charge and spin at 135.9 kcal per mole. The calculation puts the highest occupied orbital energy at -9.6 eV.

ORCA input file:
```
! wB97M-V def2-TZVPD RIJCOSX def2/J DEFGRID3
* xyz 0 1
C 0.06755 1.22604 0.18669
C -1.38210 -0.14102 -0.03650
H -3.28474 0.13077 -0.33590
H 2.63272 -1.24095 0.14665
N -1.11368 1.12654 0.20376
N -0.27206 -0.97731 0.63718
C 0.81102 -0.17283 0.04022
N -2.63535 -0.56371 -0.10613
H -0.34739 -1.84400 -0.44713
H 0.54198 2.24636 0.05300
C 2.10417 -0.32908 -0.18914
H 2.87787 0.53919 -0.15270
*
```

Atom charges from the Mulliken analysis, given in e for atoms 1 to 4:
1. C -0.115
2. C 0.356
3. H 0.289
4. H 0.278

=====

(3)
Entry from the Open Molecules 2025 dataset: 2 unconnected molecules or ions with the total composition C2H3Cl2NO4 in a non-equilibrium geometry (ωB97M-V/def2-TZVPD).

For the orbital gap, the calculation gives 9.302 eV. The calculation puts the energy above the lowest of the compared OMol25 structures with the same formula, charge and spin at 0.0 kcal per mole. The calculation puts the highest occupied orbital energy at -9.7 eV. The SMILES is O=C(Cl)[C@H](Cl)OO.N=O.

ORCA input file:
```
! wB97M-V def2-TZVPD RIJCOSX def2/J DEFGRID3
* xyz 0 1
O -2.87118 0.81217 -0.48104
O 0.47851 0.72866 0.10488
H -2.17823 0.65894 1.31722
Cl 0.84928 -3.13882 -0.25981
C 1.09980 -0.42958 -0.35321
H 1.15471 -0.62392 -1.40036
N -2.11190 1.27301 0.36319
Cl 2.81429 -0.48565 0.20453
H 0.07183 2.46816 -0.22885
O -0.37382 -1.46754 1.17793
C 0.48875 -1.60229 0.33831
O 0.57795 1.80686 -0.78279
*
```

Atom charges from the Mulliken analysis, given in e for atoms 1 to 4:
1. O -0.272
2. O -0.108
3. H 0.228
4. Cl -0.120

=====

(4)
Entry from the Open Molecules 2025 dataset: C3H3FP2 in the gas phase in a non-equilibrium geometry (ωB97M-V/def2-TZVPD).

For the orbital gap (alpha / beta), the calculation gives 7.976 / 8.223 eV. The calculation puts the energy above the lowest of the compared OMol25 structures with the same formula, charge and spin at 0.0 kcal per mole. Its expectation value of S² is 2.051. The calculation puts the highest occupied orbital energy (alpha / beta) at -7.9 / -9.9 eV.

ORCA input file:
```
! wB97M-V def2-TZVPD RIJCOSX def2/J DEFGRID3
* xyz 0 3
C 0.42185 -0.97110 -0.88402
H -1.56945 -1.43317 -0.62122
H -0.41390 2.38807 1.46852
P 1.60618 1.10533 1.33763
P -1.38433 0.67902 0.37807
H 1.35719 -0.32747 -0.76049
C -0.75506 -0.76966 -0.41757
F 0.74942 -2.06992 -1.50362
C -0.01191 1.39889 1.00270
*
```

Atom charges from the Mulliken analysis, given in e for atoms 1 to 4:
1. C 0.001
2. H 0.296
3. H 0.266
4. P -0.077

=====

(5)
Entry from the Open Molecules 2025 dataset: C4H9N3O in the gas phase in a non-equilibrium geometry (ωB97M-V/def2-TZVPD).

For the orbital gap (alpha / beta), the calculation gives 7.467 / 7.467 eV. The calculation puts the energy above the lowest of the compared OMol25 structures with the same formula, charge and spin at 81.0 kcal per mole. The calculation puts the highest occupied orbital energy (alpha / beta) at -6.9 / -6.9 eV. The SMILES is C/N=C(N)\C(O)=C\N.

ORCA input file:
```
! wB97M-V def2-TZVPD RIJCOSX def2/J DEFGRID3
* xyz 0 1
H 0.82537 -1.45837 -1.61905
C -0.97794 -0.68693 0.75028
N 1.46616 1.79033 -0.30404
C 0.20230 0.02246 0.92012
O 0.83165 0.17894 2.14915
H 1.20641 1.07525 2.17039
H 1.45625 2.40983 0.49630
H -2.64421 -1.49383 1.62033
H -1.22154 -1.31168 -0.10489
C 0.54836 0.76587 -0.26167
H 1.48779 2.27480 -1.19382
N -0.11154 0.46164 -1.36431
H -1.64570 -0.57881 2.65231
H 0.76044 -0.42349 -3.07255
H -0.70161 -1.16831 -2.49641
C 0.23143 -0.70965 -2.15662
N -1.71362 -1.14803 1.81448
*
```

Atom charges from the Mulliken analysis, given in e for atoms 1 to 4:
1. H 0.334
2. C -0.085
3. N -0.502
4. C -0.008

=====

(6)
Entry from the Open Molecules 2025 dataset: a molecular structure, C27H24MnN4O9P in a non-equilibrium geometry (ωB97M-V/def2-TZVPD).

For the orbital gap (alpha / beta), the calculation gives 7.012 / 7.201 eV. The calculation puts the energy above the lowest of the compared OMol25 structures with the same formula, charge and spin at 13.0 kcal per mole. Its expectation value of S² is 8.755. The calculation puts the highest occupied orbital energy (alpha / beta) at -5.1 / -5.3 eV.

ORCA input file:
```
! wB97M-V def2-TZVPD RIJCOSX def2/J DEFGRID3
* xyz -1 6
P -0.69007 1.32501 -2.28166
C -0.78639 -4.18090 1.37550
O 1.43971 2.71580 3.16531
C 2.28503 -1.25629 -0.20643
H -2.44103 1.26293 -4.00349
H 1.49576 1.58151 -3.30674
H -1.33269 3.48044 -3.22206
O -5.44748 3.20734 1.70264
C 4.48145 -2.30312 -0.34148
O 2.11557 1.02317 -0.70106
H 6.13932 -1.00281 -0.79095
O -4.19771 2.94348 0.01942
C 0.50002 1.30895 -3.67309
H 1.17205 -6.80954 2.32527
C 0.52964 2.07286 2.61986
C -2.03352 -4.73100 1.70978
H 3.33899 2.66808 -1.09757
Mn -0.40674 0.38824 0.22349
H 4.71310 0.99208 -0.99691
H 5.09005 -3.19926 -0.25560
C 0.36935 -4.96413 1.62053
C 2.65023 2.29980 -0.33479
H -4.19168 -4.39274 1.74398
C 0.27170 -6.22756 2.15393
C -1.89974 2.47648 1.78705
N 0.83541 -1.30450 0.06675
H -4.39525 4.07344 3.54250
H -3.03046 0.80346 -2.38240
H 0.55752 0.29813 -4.09713
C -3.17692 3.07589 2.11306
H 0.19162 2.01072 -4.45565
H 3.12998 2.25291 0.63647
H -0.35383 3.36347 4.70175
H 1.33695 -4.53893 1.38662
H -3.08878 -6.41515 2.52973
C 4.26945 0.03625 -0.74686
H -1.05434 -7.76284 2.91615
H -4.09775 -2.15652 0.78826
O -1.95623 -0.96644 0.11882
O -3.82498 4.84333 5.75528
C 2.89618 -0.04929 -0.54565
N 0.53795 -2.42391 0.48335
N -4.34685 3.06712 1.20199
C -1.09263 3.10753 -2.21949
H -0.25282 3.67656 -1.81530
H -1.94623 3.23444 -1.56280
H 1.80340 2.97260 -0.26682
O -1.67172 1.84362 0.70786
N -2.70148 4.42399 5.53994
O 0.65038 0.98311 1.94542
C -2.20712 0.70037 -3.09478
C 3.11135 -2.37682 -0.13503
C -3.42196 3.66532 3.33290
C -2.11001 -6.02028 2.26807
C -1.93239 -2.09866 0.59830
C -1.14642 3.25195 3.97546
C -0.88147 2.61399 2.80154
C -2.42355 3.75543 4.25349
H -2.09372 -0.35886 -3.33571
H 2.65151 -3.31965 0.11038
C -3.23180 -3.95353 1.47709
C -0.72009 -2.83056 0.80396
O -1.80019 4.52358 6.34483
C -3.19453 -2.73055 0.95595
C -0.98163 -6.76943 2.48642
C 5.06835 -1.08529 -0.64018
*
```

Atom charges from the Mulliken analysis, given in e for atoms 1 to 4:
1. P 1.137
2. C 0.831
3. O -0.727
4. C 0.026